Computed, not measured: a molecular structure, C23H39Cl3N6O2SSbSiTc at a distorted geometry, with wB97M-V/def2-TZVPD.

Output
- strongest force on any atom (hartree/bohr) = 0.03189
- multiplicity = 2
- total charge = +1
- frontier orbital gap (spin up / spin down) (eV) = 4.00 / 4.04
- E_LUMO (spin up / spin down) (eV) = -5.509 / -5.334

```
77
C23H39Cl3N6O2SSbSiTc (wB97M-V/def2-TZVPD)
Tc 1.58 1.00 1.46
N 2.91 2.11 0.13
N 2.16 2.66 -0.92
C 0.80 2.41 -0.99
O 0.11 2.95 -1.82
O 0.38 1.49 -0.09
H 3.34 2.86 0.66
H 3.63 1.53 -0.27
H 2.50 3.47 -1.40
C 1.60 -1.68 -0.47
N 2.27 -0.88 0.59
C 3.32 -1.35 1.16
C 3.84 -0.63 2.28
C 4.91 -0.79 3.13
C 4.85 0.25 4.08
C 3.75 1.02 3.77
N 3.10 0.49 2.69
C 2.35 -1.72 -1.78
C 2.59 -0.54 -2.48
C 3.26 -0.57 -3.70
C 3.68 -1.78 -4.24
C 3.43 -2.96 -3.55
C 2.77 -2.93 -2.33
H 0.62 -1.23 -0.64
H 1.41 -2.69 -0.11
H 3.77 -2.28 0.84
H 5.66 -1.58 3.06
H 5.54 0.43 4.90
H 3.38 1.91 4.27
H 2.25 0.41 -2.08
H 3.44 0.36 -4.24
H 4.19 -1.81 -5.20
H 3.75 -3.91 -3.97
H 2.57 -3.86 -1.79
N -1.69 -1.19 4.29
C -0.78 -0.31 3.91
N -0.35 0.58 4.78
S -0.19 -0.44 2.30
H -2.04 -1.23 5.23
H -1.95 -1.93 3.66
H -0.73 0.63 5.71
H 0.26 1.32 4.50
C -4.13 -2.20 -1.62
C -2.88 -2.09 -0.72
C -3.15 -2.51 0.73
Sb -2.04 -0.10 -0.71
C -3.43 1.07 0.43
C -2.78 2.42 0.74
C -4.80 1.19 -0.23
C -1.93 0.42 -2.80
C -3.25 0.99 -3.31
C -1.43 -0.82 -3.54
H -4.43 -3.25 -1.68
H -3.95 -1.85 -2.64
H -4.97 -1.64 -1.21
H -2.07 -2.69 -1.14
H -3.97 -1.93 1.16
H -2.27 -2.39 1.35
H -3.45 -3.57 0.76
H -3.50 0.47 1.34
H -2.62 3.01 -0.17
H -1.81 2.30 1.23
H -3.43 3.00 1.41
H -4.76 1.75 -1.17
H -5.47 1.74 0.44
H -5.27 0.23 -0.44
H -1.17 1.20 -2.78
H -4.09 0.29 -3.21
H -3.14 1.21 -4.38
H -3.52 1.93 -2.82
H -2.18 -1.61 -3.59
H -0.51 -1.23 -3.11
H -1.20 -0.53 -4.58
Cl 0.88 3.54 4.53
Si 1.30 3.24 2.48
Cl 0.02 4.56 1.54
Cl 3.15 4.28 2.38
```